Record 1
DFT (wB97M-V/def2-TZVPD) results for an isolated ion of composition C5H10NO and charge -1 at a distorted geometry.

Values from the calculation:
Orbital gap: 6.41 eV
LUMO level: 4.11 eV
SMILES: C=NCCCC[O-]

The geometry in ORCA input format:
```
! RIJCOSX wB97M-V def2-TZVPD def2/J DEFGRID3
* xyz -1 1
H 1.35410 2.16686 1.41934
H 1.85046 -0.46863 0.84970
H -2.53767 0.56396 -1.40471
C -2.55315 -0.49782 -1.11705
C 0.67319 -0.09226 -0.87014
H -0.61719 -0.65807 0.73438
N -1.51221 -1.22662 -1.17145
C 1.50812 0.44159 0.31877
H 2.45488 0.86959 -0.08939
H 1.24105 -0.65307 -1.62971
H -3.48982 -1.04177 -0.98132
H 0.02141 -2.12269 -0.19806
H 1.46961 0.70741 2.45635
C -0.34455 -1.10939 -0.23181
H 0.07310 0.66914 -1.39160
C 0.86302 1.14410 1.60142
O -0.45434 1.30765 1.70530
*
```


Record 2
DFT (wB97M-V/def2-TZVPD) results for an isolated ion of composition C5H10NO and charge -1.

Values from the calculation:
Orbital gap: 5.82 eV
LUMO level: 3.68 eV
SMILES: C=C(N)CCC[O-]

The geometry in ORCA input format:
```
! RIJCOSX wB97M-V def2-TZVPD def2/J DEFGRID3
* xyz -1 1
N 1.34181 1.75840 -0.52518
C 1.81155 -0.03648 -2.00881
H 2.30208 0.63409 -2.70226
H -1.11840 0.26706 2.05664
H 1.24091 -1.38602 0.31250
H 0.89995 0.02201 1.19220
O -2.88334 -0.53365 1.40003
C -0.83696 -0.63028 0.11716
C -1.54478 -0.60538 1.49120
H 1.70827 -1.04900 -2.34627
H -1.02385 -1.60427 -0.34597
H -1.26027 0.17959 -0.48386
C 1.34819 0.39159 -0.82706
H 1.42970 1.99742 0.44826
H 1.88196 2.36838 -1.11674
C 0.69725 -0.44918 0.22889
H -1.17891 -1.51444 2.04542
*
```


Record 3
DFT (wB97M-V/def2-TZVPD) results for a 2-piece molecular cluster, C5H10NO overall.

Values from the calculation:
Orbital gap: 6.39 eV
LUMO level: 3.71 eV

The geometry in ORCA input format:
```
! RIJCOSX wB97M-V def2-TZVPD def2/J DEFGRID3
* xyz -1 1
H -0.64842 1.88848 -3.01795
H 1.62706 -3.91444 1.06186
H -0.58764 3.73788 -2.83924
C -0.63250 2.57912 -1.05959
N 1.58475 -3.13404 0.41106
H 1.33705 -2.07393 2.19782
H 1.55070 -1.07832 0.73721
H -0.62023 0.10068 1.34496
H 0.86608 -3.41612 -0.25274
O -0.34377 -1.84315 1.02181
C -0.55979 1.11030 0.90840
C -0.62302 2.76094 -2.37619
H -0.99237 0.44654 -1.04293
H -0.55038 3.43466 -0.38876
C -0.75010 1.27978 -0.39509
H -0.39201 1.98882 1.52791
C 0.97308 -1.94680 1.14103
*
```


Record 4
DFT (wB97M-V/def2-TZVPD) results for an isolated ion of composition C5H10NO and charge +1 at a distorted geometry.

Values from the calculation:
Orbital gap: 7.73 eV
LUMO level: -5.33 eV
SMILES: [NH3+]/C=C/CCC=O

The geometry in ORCA input format:
```
! RIJCOSX wB97M-V def2-TZVPD def2/J DEFGRID3
* xyz 1 1
H 0.45742 -1.50529 1.23723
H 0.32249 1.06805 1.55389
H 1.15343 0.97548 -2.15092
H 1.35844 -1.86824 -1.78629
H -0.61993 0.27492 2.73531
H -1.05086 -0.04600 -1.12867
H -1.28824 -1.56288 0.99836
C -1.72435 1.21326 1.12443
C 0.81940 -1.01787 -1.39785
C -0.55620 0.38772 1.65313
N 1.68176 0.20318 -1.69174
H 2.46972 -0.19224 -2.20508
H 1.92740 0.68234 -0.82588
O -1.59072 1.77348 0.05802
C -0.33041 -0.70682 -0.69234
H -2.65619 1.25331 1.67903
C -0.37317 -0.93242 0.83938
*
```


Record 5
DFT (wB97M-V/def2-TZVPD) results for an isolated ion of composition C5H10NO and charge +1 at a distorted geometry.

Values from the calculation:
Orbital gap: 10.73 eV
LUMO level: -3.99 eV
SMILES: CC(CO)=[N+]1CC1

The geometry in ORCA input format:
```
! RIJCOSX wB97M-V def2-TZVPD def2/J DEFGRID3
* xyz 1 1
C -1.19908 1.75295 0.67074
H 2.07494 1.40705 -1.36804
C 1.86624 0.34817 0.37787
H 2.50324 -0.38932 0.89488
H 1.52589 1.10982 0.99477
O 2.48583 0.73144 -0.86514
H -2.82642 0.31671 1.05151
H -0.81746 2.47787 -0.01192
N -0.72677 0.49490 0.29956
H 0.55759 -2.08553 0.66932
H 0.69337 -1.93114 -1.19893
H -1.14130 -1.99837 -0.44197
H -2.51528 0.63090 -0.73535
C 0.01455 -1.69220 -0.27467
C 0.19783 -0.30568 0.04764
C -2.12026 0.70325 0.25500
H -1.14051 2.09701 1.72868
*
```


Record 6
DFT (wB97M-V/def2-TZVPD) results for an isolated ion of composition C5H10NO and charge +1 at a distorted geometry.

Values from the calculation:
Orbital gap: 10.59 eV
LUMO level: -4.57 eV
SMILES: C#[N+][C@@H](C)OCC

The geometry in ORCA input format:
```
! RIJCOSX wB97M-V def2-TZVPD def2/J DEFGRID3
* xyz 1 1
H 0.18131 -2.54202 -0.63302
C 0.11256 -1.48846 -0.90728
C -1.28189 -1.16553 -1.42283
N -0.48278 1.27279 0.40329
O 0.42966 -0.80509 0.31338
H -2.40289 2.10982 1.10407
H -1.52129 -1.84583 -2.23379
H -2.01469 -1.30495 -0.63149
H 1.09244 0.62017 2.46944
H 0.87875 -1.26573 -1.66059
H 1.20669 0.85846 -0.67344
H 1.73525 2.04546 1.57952
H 2.56492 0.46793 1.48619
C 0.71184 0.51549 0.24428
H -1.34639 -0.14825 -1.80426
C 1.61062 0.97087 1.58714
C -1.47411 1.70486 0.77941
*
```


Record 7
DFT (wB97M-V/def2-TZVPD) results for a 2-piece molecular cluster, C5H10NO overall at a distorted geometry.

Values from the calculation:
Orbital gap (alpha / beta): 7.25 / 9.97 eV
LUMO level (alpha / beta): -5.72 / -4.18 eV

The geometry in ORCA input format:
```
! RIJCOSX wB97M-V def2-TZVPD def2/J DEFGRID3
* xyz 1 1
C 0.56538 1.18295 0.74977
H 2.37423 -1.18267 -2.11804
C -1.24732 -0.36227 1.47074
H 1.01635 -0.69890 -3.30755
H 2.02836 0.62512 -2.55727
H 1.63605 1.29442 1.01928
H -2.49452 1.02471 0.45141
C -2.02365 0.14487 0.19088
N 0.20109 -0.19610 1.12426
H -2.76276 -0.55547 -0.11548
C 0.19257 0.37837 -0.38842
O -1.07631 0.24967 -0.83221
H 0.76130 -0.81305 1.67886
H -0.14995 1.95293 1.18739
H -1.46487 0.00729 2.48627
C 1.80366 -0.42505 -2.62111
H -1.31954 -1.46768 1.77238
*
```


Record 8
DFT (wB97M-V/def2-TZVPD) results for an isolated ion of composition C5H10NO and charge +1 at a distorted geometry.

Values from the calculation:
Orbital gap: 11.36 eV
LUMO level: -3.78 eV
SMILES: O=C[C@@H]1CCC[NH2+]1

The geometry in ORCA input format:
```
! RIJCOSX wB97M-V def2-TZVPD def2/J DEFGRID3
* xyz 1 1
H 0.79965 0.01589 -2.41830
H -0.55200 2.12226 -0.82456
C -0.08072 -0.76156 0.68235
O -0.96741 -0.10091 2.78433
H -1.26668 1.22022 -2.13421
N -1.09916 0.31200 0.07369
H 2.09835 -0.27750 0.32264
H -0.38855 -1.85873 0.43999
C 0.82725 0.49301 -1.40712
H -1.12026 0.78551 1.06209
H 1.68801 1.20020 -1.48266
C 1.10037 -0.60436 -0.21929
H -2.07773 0.13326 -0.02659
H 1.13784 -1.63058 -0.65413
H 0.63412 -1.33610 2.78360
C -0.58334 1.01431 -1.13503
C -0.14975 -0.72692 2.15320
*
```


The records above yield energy above the lowest of the compared OMol25 structures with the same formula, charge and spin values of 71.2, 8.6, 20.9, 110.3, 94.8, 67.9, 156.5, 70.0 kcal/mol, respectively.